Record 1
This record from the Open Molecules 2025 dataset describes C6H14O3SSi in the gas phase at a distorted geometry. The level of theory is the ωB97M-V functional and the def2-TZVPD basis.

SMILES: CO[Si](/C=C/CS)(OC)OC
HOMO-LUMO gap in eV: 9.9
LUMO level in eV: 0.8
Highest occupied orbital energy in hartree: -0.3333

Structure (XYZ):
```
25
Properties=species:S:1:pos:R:3:forces:R:3
C -1.0448 1.2255 2.8024 -4.60 0.02 -1.09
O -1.2606 0.1411 1.9219 0.76 -1.26 -0.60
Si -0.6609 -0.0105 0.4133 1.72 0.88 -0.96
C 1.2755 0.1781 0.1512 1.15 -2.32 -1.77
C 2.1074 -0.6846 -0.5985 -0.89 0.77 1.89
C 3.5970 -0.5121 -0.9950 1.65 1.95 -0.27
S 4.7184 -1.9051 -1.6840 -1.78 0.17 0.07
O -1.1342 -1.3958 -0.3223 0.24 -0.37 0.63
C -2.3217 -2.0410 0.1081 -2.80 1.12 -0.58
O -1.2778 1.3030 -0.3101 -0.48 0.92 2.01
C -1.3331 1.9467 -1.5409 -0.64 -1.99 -0.58
H -1.7638 2.0320 2.4724 1.60 0.06 -0.21
H -0.0406 1.4444 2.9101 1.82 0.78 0.54
H -1.6319 0.9455 3.6571 0.81 -0.32 1.28
H 1.7258 1.1179 0.4784 -0.02 -0.08 0.00
H 1.7381 -1.6630 -0.9216 -0.32 0.38 0.04
H 4.3306 -0.0394 -0.1638 -2.01 -1.01 -1.79
H 3.6406 0.1838 -1.8994 -0.17 -0.51 1.46
H 3.9698 -2.2610 -2.7993 0.51 0.43 0.95
H -2.3586 -2.1098 1.2465 -0.10 -0.10 -1.58
H -2.4833 -3.0508 -0.4000 0.59 1.38 0.78
H -3.2473 -1.3187 -0.2877 1.99 -2.01 1.27
H -0.5503 2.6746 -1.6815 0.12 0.40 0.05
H -2.3607 2.3244 -1.7348 0.79 0.07 0.20
H -1.1657 1.0581 -2.1402 0.03 0.64 -1.71
```
Forces are in eV/Å.

Record 2
This record from the Open Molecules 2025 dataset describes a molecular structure, C36H37N10P2Se2V at a distorted geometry. The level of theory is the ωB97M-V functional and the def2-TZVPD basis.

Multiplicity: 4
HOMO-LUMO gap (spin up / spin down) in eV: 6.3 / 6.1
Charge: +1
LUMO level (spin up / spin down) in eV: -3.1 / -3.3
Highest occupied orbital energy (spin up / spin down) in hartree: -0.3446 / -0.3446

Structure (XYZ):
```
88
Properties=species:S:1:pos:R:3:forces:R:3
V 0.6330 0.2788 -0.1387 -1.06 -0.57 0.87
N -0.4674 1.8853 1.0174 0.11 0.12 0.00
C -1.9412 2.1129 0.9674 0.35 0.01 0.05
C -2.7802 0.8533 1.1058 -0.18 -0.11 -0.05
C -2.4294 -0.1436 2.2212 -0.04 0.08 0.15
C -1.5969 -1.3472 1.8039 0.22 -0.01 -0.16
N -0.1699 -1.0148 1.5590 0.12 -0.04 -0.02
H -0.2061 1.7063 1.9849 -0.06 -0.06 -0.03
H -0.0173 2.7761 0.8126 -0.04 -0.05 -0.03
H -2.1554 2.5894 0.0107 -0.05 -0.04 -0.03
H -2.2123 2.8298 1.7462 -0.04 -0.02 0.04
H -2.8126 0.3019 0.1644 0.05 0.07 -0.02
H -3.7995 1.2129 1.2655 -0.01 -0.06 0.00
H -3.3636 -0.5506 2.6122 -0.01 0.02 -0.01
H -1.9667 0.3556 3.0835 0.03 0.02 -0.05
H -1.9948 -1.7696 0.8802 -0.01 0.01 -0.01
H -1.6625 -2.1183 2.5735 -0.05 0.00 0.04
H 0.3614 -1.8725 1.3994 -0.09 0.00 -0.06
H 0.2054 -0.6476 2.4322 0.01 0.00 -0.04
Se 3.7376 -6.1623 -2.1014 0.08 -0.05 0.09
P 2.3075 -4.9026 -2.9384 -0.07 0.32 0.39
C 2.8948 -4.2463 -4.5189 -0.09 0.21 -0.23
C 3.7610 -3.1544 -4.5341 -0.02 0.08 0.06
C 4.2889 -2.6881 -5.7288 -0.01 -0.05 -0.08
C 3.9825 -3.3284 -6.9242 -0.03 -0.03 0.12
C 3.1483 -4.4381 -6.9116 -0.03 0.07 -0.01
C 2.5995 -4.8864 -5.7185 -0.08 -0.09 -0.06
C 0.7140 -5.7051 -3.2301 -0.25 -0.12 -0.16
C 0.7127 -7.0390 -3.6437 -0.02 0.06 -0.04
C -0.4824 -7.6813 -3.9278 -0.02 0.01 0.01
C -1.6912 -7.0113 -3.7826 0.09 0.03 0.01
C -1.7015 -5.6953 -3.3434 0.12 -0.12 0.05
C -0.5031 -5.0480 -3.0698 -0.04 0.09 0.21
C 1.9324 -3.4013 -1.9288 0.17 -0.82 -0.05
C 1.2715 -2.1879 -2.0701 -0.30 0.41 -0.44
N 1.4939 -1.4898 -0.9364 0.23 -0.33 0.43
N 2.2183 -2.2653 -0.1171 -0.25 0.40 0.03
N 2.4674 -3.4063 -0.6841 0.20 0.08 -0.30
P 0.1654 -1.2868 -3.1833 -0.01 -0.05 0.47
Se -1.2683 -0.2612 -1.8981 0.16 0.03 -0.24
C 1.1855 -0.1338 -4.1022 0.13 0.08 -0.23
C 0.5991 0.6056 -5.1324 0.05 0.01 -0.01
C 1.3583 1.5159 -5.8476 0.11 -0.02 0.08
C 2.7047 1.6953 -5.5365 -0.10 0.01 -0.05
C 3.2880 0.9674 -4.5111 -0.10 -0.08 0.05
C 2.5295 0.0494 -3.7918 0.07 0.05 -0.04
C -0.7312 -2.2741 -4.3846 -0.16 0.00 -0.27
C -0.0895 -2.7671 -5.5218 -0.08 0.13 -0.04
C -0.8119 -3.4960 -6.4548 0.06 -0.03 0.07
C -2.1664 -3.7349 -6.2682 0.03 0.03 0.01
C -2.8096 -3.2363 -5.1453 0.11 0.12 -0.02
C -2.0954 -2.5080 -4.2070 -0.04 0.04 -0.03
H 4.0411 -2.6745 -3.6032 -0.03 -0.02 0.01
H 4.9557 -1.8353 -5.7306 0.00 0.00 0.03
H 4.4035 -2.9776 -7.8572 0.01 0.02 0.01
H 2.9218 -4.9548 -7.8355 -0.01 -0.01 0.01
H 1.9374 -5.7432 -5.7326 -0.01 -0.01 0.05
H 1.6512 -7.5733 -3.7221 0.02 0.02 0.00
H -0.4699 -8.7142 -4.2496 0.00 0.00 0.00
H -2.6217 -7.5208 -3.9965 -0.01 0.00 0.00
H -2.6418 -5.1764 -3.2084 0.05 -0.03 0.05
H -0.5317 -4.0271 -2.7002 0.06 -0.36 0.00
H -0.4456 0.4669 -5.3836 -0.03 -0.04 0.04
H 0.9053 2.0807 -6.6511 0.00 0.01 -0.01
H 3.2958 2.4044 -6.1014 0.01 0.00 0.01
H 4.3342 1.1061 -4.2716 0.01 0.00 0.00
H 2.9845 -0.5222 -2.9910 -0.02 0.01 -0.04
H 0.9577 -2.5641 -5.7026 0.09 -0.01 0.05
H -0.3107 -3.8759 -7.3329 0.04 -0.02 -0.05
H -2.7218 -4.3035 -7.0026 0.01 0.00 0.00
H -3.8668 -3.4103 -4.9974 -0.01 0.00 0.00
H -2.6007 -2.1288 -3.3288 0.02 0.03 0.00
N 4.5376 0.3586 1.6188 0.28 0.16 -0.17
C 3.2954 -0.0612 1.8228 -0.25 -0.01 -0.08
N 2.4881 0.5393 0.9626 0.41 -0.05 0.03
C 3.3496 1.2991 0.2205 -0.48 0.54 -0.54
N 4.6011 1.2342 0.5846 -0.04 -0.33 0.30
C 2.8042 2.1011 -0.9008 0.30 -0.41 0.53
C 3.5206 3.0954 -1.5387 0.06 0.24 -0.18
N 2.9847 3.8391 -2.5054 0.08 -0.18 0.18
C 1.7246 3.5683 -2.8168 -0.23 0.00 -0.05
C 0.9952 2.5614 -2.1970 0.07 -0.22 -0.02
N 1.5396 1.8035 -1.2394 0.40 0.69 -0.49
H 5.3787 0.0724 2.0965 -0.02 0.04 -0.05
H 3.0331 -0.8002 2.5605 -0.05 0.01 -0.01
H 4.5464 3.2916 -1.2526 0.00 0.03 -0.01
H 1.2556 4.1607 -3.5930 0.07 0.03 0.00
H -0.0184 2.3135 -2.4864 0.01 0.06 -0.01
```
Forces are in eV/Å.

Record 3
This record from the Open Molecules 2025 dataset describes C4H7N3 in the gas phase at a distorted geometry. The level of theory is the ωB97M-V functional and the def2-TZVPD basis.

SMILES: [H]/N=N/[C@H]1C(=C)N1C
HOMO-LUMO gap in eV: 9.0
LUMO level in eV: 1.1
Highest occupied orbital energy in hartree: -0.2932

Structure (XYZ):
```
14
Properties=species:S:1:pos:R:3:forces:R:3
H -1.2556 1.4235 -2.7860 0.01 -0.99 -0.07
N -0.7342 0.9462 -2.0228 0.36 0.45 1.31
N -1.4865 0.2539 -1.3531 -0.61 0.52 1.16
C -0.8839 -0.2924 0.1057 -0.35 0.17 -3.35
C 0.2763 -1.0866 -0.1691 0.75 2.54 2.71
C 1.1133 -1.8613 -0.8025 0.30 -0.15 -0.12
N 0.2881 0.2475 0.6483 -1.49 -2.00 -2.84
C 0.3455 1.1341 1.7735 1.29 -0.24 0.63
H -1.7801 -0.5985 0.6396 0.14 -0.02 0.19
H 2.1768 -1.7989 -0.6263 0.00 0.01 0.09
H 0.7759 -2.5181 -1.5908 -0.19 -0.14 0.16
H 1.2369 1.7512 1.6334 -0.09 0.07 0.32
H -0.5141 1.8072 1.8309 -0.06 -0.34 -0.32
H 0.4416 0.5921 2.7194 -0.06 0.12 0.12
```
Forces are in eV/Å.

Record 4
This record from the Open Molecules 2025 dataset describes 2 unconnected molecules or ions with the total composition C4H9N2O at a distorted geometry. The level of theory is the ωB97M-V functional and the def2-TZVPD basis.

Multiplicity: 2
HOMO-LUMO gap (spin up / spin down) in eV: 4.8 / 8.5
LUMO level (spin up / spin down) in eV: 0.9 / 0.8
Highest occupied orbital energy (spin up / spin down) in hartree: -0.1438 / -0.2808

Structure (XYZ):
```
16
Properties=species:S:1:pos:R:3:forces:R:3
C -2.3160 -0.6872 -0.1489 -1.13 -0.45 -0.16
C -1.1495 0.0986 0.3188 0.29 0.52 -0.58
C -0.6419 1.1805 -0.3058 0.31 -0.10 -0.06
N 0.6874 1.3544 0.0636 -0.39 0.55 0.75
C 0.9800 0.4261 1.0580 0.03 -0.41 0.58
N -0.1495 -0.4067 1.1620 -0.16 -0.46 -0.48
H -2.5244 -0.5383 -1.2092 0.38 0.21 -0.10
H -3.2989 -0.4860 0.2923 0.30 0.01 0.54
H -2.1261 -1.7595 -0.0626 0.07 0.05 0.21
H -1.1233 1.8440 -1.0024 0.05 -0.20 -0.28
H 1.3687 1.9072 -0.4138 -0.06 -0.03 -0.12
H 1.7965 0.3796 1.7486 0.10 0.31 -0.07
H -0.3601 -0.9480 1.9804 0.03 0.14 0.03
H 2.7916 -1.2166 -1.7839 -0.23 0.00 -0.08
H 3.4729 -0.5003 -0.6671 -0.10 0.11 0.26
O 2.5927 -0.6478 -1.0300 0.51 -0.26 -0.44
```
Forces are in eV/Å.

Let's list ΔE to the lowest compared entry with this formula, charge and spin in order: 2.3 0.0 124.7 25.3 kcal/mol.